Formula: C22H23AsBCl2F10FeNO4PS3
Source: the Open Molecules 2025 dataset
Level of theory: wB97M-V/def2-TZVPD

Output
- Gap between HOMO and LUMO (alpha / beta): 6.5 / 6.4 eV
- DFT total energy: -222800.317 eV
- HOMO energy (alpha / beta): -2.60 / -2.55 eV
- Multiplicity: 6
- Net charge: -2

Cartesian coordinates (Å):
Fe -0.55282 0.04141 -0.80676
S -3.12216 3.07894 1.41256
C -1.51598 3.67946 1.48208
C -0.63847 2.87734 0.82023
C -1.26938 1.74052 0.22644
C -2.60792 1.73396 0.45695
C -3.50594 0.75253 -0.13235
C -4.88784 0.76701 -0.00258
C -5.62766 -0.18315 -0.68267
C -4.97358 -1.11382 -1.46793
C -3.59007 -1.07569 -1.52889
N -2.87231 -0.16139 -0.87906
H -1.30569 4.58664 2.02921
H 0.42062 3.07470 0.75075
H -5.36406 1.51435 0.61884
H -6.70811 -0.19596 -0.59603
H -5.50886 -1.87836 -2.01333
H -3.04572 -1.80453 -2.10138
Cl 2.60461 2.35098 -7.19448
C 2.06568 1.72943 -5.64226
C 2.96740 0.99029 -4.85593
C 2.58133 0.49720 -3.64428
Cl 3.68209 -0.41860 -2.67854
C 1.26507 0.71882 -3.12089
O 0.95747 0.25906 -1.97468
C 0.39530 1.46385 -3.94963
C -0.95035 1.70091 -3.52001
O -1.42851 1.36146 -2.44504
C 0.79837 1.95769 -5.20259
H 3.97162 0.80502 -5.21211
H -1.59596 2.24991 -4.22767
H 0.09293 2.51558 -5.80707
F -0.91931 -1.53089 -2.51190
As -0.90840 -2.51164 -4.01113
F 0.42273 -1.58152 -4.59285
F 0.17128 -3.61492 -3.25793
F -0.94490 -3.44022 -5.46004
F -2.26436 -3.38770 -3.37979
F -2.00424 -1.34266 -4.68503
F -0.99059 -1.67272 0.23478
B -1.97936 -2.27881 1.18149
F -1.31506 -3.28736 1.85835
F -3.02668 -2.79772 0.43365
F -2.41040 -1.26012 2.02166
C 1.48578 1.94697 3.96987
C 2.99603 1.95028 3.81763
C 3.70050 1.35484 5.02621
O 3.49771 1.31494 2.62995
P 3.01303 -0.02355 1.87518
S 4.50594 -0.68087 0.81755
S 1.32945 0.49608 0.90642
O 2.72257 -0.92704 3.17218
C 1.99479 -2.17514 3.28484
C 1.99670 -2.99836 2.01200
C 0.61291 -1.87371 3.82209
H 1.21928 2.58890 4.81494
H 1.11029 0.94402 4.15851
H 0.99278 2.31928 3.07387
H 3.32296 2.98667 3.69543
H 3.38902 0.31938 5.16256
H 3.45204 1.92684 5.92524
H 4.78134 1.37422 4.88016
H 2.56100 -2.71820 4.04727
H 1.39877 -2.52895 1.23470
H 1.55091 -3.96993 2.22843
H 3.01159 -3.13309 1.63797
H 0.04398 -1.27783 3.10914
H 0.68479 -1.32517 4.76514
H 0.06404 -2.79982 3.99055